Entry 1:
C19H24MnN6O3S as an isolated structure in a non-equilibrium geometry. Source: OMol25; level of theory: wB97M-V/def2-TZVPD.

Energy above the lowest of the compared OMol25 structures with the same formula, charge and spin: 47.4 kJ/mol
Orbital gap (alpha / beta): 7.702 / 7.453 eV
Energy: -77316.7565 eV

```
! wB97M-V def2-TZVPD RIJCOSX def2/J DEFGRID3
* xyz 2 6
Mn -0.61962 0.04692 0.81208
C -3.75034 -4.29175 -1.58035
C -2.78775 -4.37349 -0.58199
C -2.44358 -3.23315 0.12014
C -3.05962 -2.02310 -0.20178
C -4.02921 -1.93563 -1.20654
C -4.37137 -3.08294 -1.89211
N -2.69599 -0.92247 0.58379
N -3.02598 0.23432 0.22051
C -2.93506 1.15817 1.35539
C -4.12562 1.56932 1.91433
C -4.06041 2.48100 2.95750
C -2.82260 2.94019 3.39098
C -1.68442 2.46131 2.78010
N -1.73293 1.57830 1.76882
H -4.03453 -5.18744 -2.11723
H -2.32633 -5.32237 -0.34749
H -1.71877 -3.26528 0.92477
H -4.50469 -0.98785 -1.41767
H -5.12701 -3.04834 -2.66444
H -5.06502 1.19432 1.53357
H -4.97029 2.83439 3.42426
H -2.74032 3.66140 4.19116
H -0.70094 2.79175 3.08791
N 0.68717 -0.85406 2.34064
C 1.91867 -0.30027 1.80427
C 2.89379 -1.12761 1.26935
C 3.95671 -0.55947 0.58331
C 4.01159 0.81935 0.41654
C 3.07980 1.64815 1.02060
C 2.02686 1.08446 1.72556
S 5.16950 1.55024 -0.72403
O 5.21446 0.45181 -1.82474
O 6.44437 1.62858 -0.11385
O 4.49255 2.70438 -1.23670
H 0.75731 -1.86270 2.43777
H 0.48633 -0.48344 3.26713
H 2.82449 -2.20423 1.37336
H 4.71228 -1.18873 0.13132
H 3.15863 2.72059 0.89859
H 1.29676 1.72294 2.21532
N 3.02779 0.70029 -3.50625
C 1.71215 1.07948 -2.97902
C 1.34097 0.20648 -1.78526
N 0.01611 0.59045 -1.20533
H 3.38654 1.44995 -4.08932
H 2.95683 -0.11686 -4.10430
H 4.42554 0.54046 -2.44215
H 0.92902 1.02067 -3.74334
H 1.77527 2.11860 -2.64738
H 2.09574 0.30676 -1.01204
H 1.28601 -0.84689 -2.06397
H -0.70940 0.31253 -1.86630
H -0.04144 1.61049 -1.19549
*
```

---

Entry 2:
One molecule with the formula C2H6F2Si in a non-equilibrium geometry. Source: OMol25; level of theory: wB97M-V/def2-TZVPD.

Energy above the lowest of the compared OMol25 structures with the same formula, charge and spin: 22.3 kJ/mol
Orbital gap: 12.141 eV
Energy: -15488.1339 eV
SMILES: C[Si](C)(F)F

```
! wB97M-V def2-TZVPD RIJCOSX def2/J DEFGRID3
* xyz 0 1
C 0.18708 -1.54052 0.19369
Si 1.21459 0.01884 0.04916
C 0.35680 1.32950 0.98253
F 1.27257 0.54578 -1.47491
F 2.72533 -0.38859 0.42192
H -0.05460 -2.06823 -0.71796
H 0.77751 -2.28648 0.74839
H -0.72054 -1.42017 0.77556
H 0.75241 2.34077 0.85029
H -0.57633 1.30320 0.56253
H 0.28114 1.06503 2.08748
*
```

---

Entry 3:
One molecule with the formula C2H3N3O. Source: OMol25; level of theory: wB97M-V/def2-TZVPD.

Energy above the lowest of the compared OMol25 structures with the same formula, charge and spin: 224.7 kJ/mol
Orbital gap: 9.357 eV
Energy: -8638.1657 eV

```
! wB97M-V def2-TZVPD RIJCOSX def2/J DEFGRID3
* xyz 0 1
O 1.09687 -1.32893 -1.45993
C 0.47692 -0.53454 -0.79874
N 0.19331 0.80844 -1.12437
N -0.56244 1.19293 -0.12847
N -0.82286 0.47926 0.89028
C 0.00543 -0.67674 0.64356
H 0.97561 -0.46100 1.12008
H -0.95708 2.13114 -0.16831
H -0.40577 -1.61056 1.02591
*
```

---

Entry 4:
One molecule with the formula C4H3N3O in a non-equilibrium geometry. Source: OMol25; level of theory: wB97M-V/def2-TZVPD.

Energy above the lowest of the compared OMol25 structures with the same formula, charge and spin: 481.2 kJ/mol
Orbital gap: 9.523 eV
Energy: -10708.6634 eV
SMILES: C#Cc1nc(=O)[nH][nH]1

```
! wB97M-V def2-TZVPD RIJCOSX def2/J DEFGRID3
* xyz 0 1
C 1.70909 2.06793 1.59427
C 0.79039 1.18908 1.24390
C -0.09102 0.26744 0.43574
N -1.19864 -0.32222 0.71630
C -1.54937 -1.22954 -0.27037
O -2.59157 -1.73002 -0.20798
N -0.44269 -1.22480 -1.01649
N 0.24641 -0.06825 -0.80210
H 2.72292 2.72109 1.57109
H -0.82463 -1.76240 -1.99575
H 1.22912 0.09170 -1.26862
*
```